# 1
Molecular formula: C2H6ClN3
Method: DFT, ωB97M-V/def2-TZVPD

Geometry (Å):
C -1.02131 0.22518 -0.61528
C 0.77226 -0.71955 0.49698
N -0.46310 0.88810 -1.59613
N -2.34139 0.23845 -0.37109
N -0.36038 -0.30913 0.45800
Cl -0.26994 0.90207 3.14284
H -0.83802 -0.47866 2.98043
H 1.47973 -0.57744 -0.33058
H 1.19959 -1.06962 1.46277
H 0.50872 0.73418 -1.90537
H -3.02486 0.65975 -0.94839
H -2.44371 0.20284 0.64435

The calculation puts the energy above the lowest of the compared OMol25 structures with the same formula, charge and spin at 35.8 kcal/mol. Its max |F| is 0.10053 Eh/bohr. The calculation puts the HOMO-LUMO gap at 9.334 eV.

Here are the Mulliken charges for atoms 1 to 5, given in e: atom 1 (C): 0.48, atom 2 (C): -0.21, atom 3 (N): -0.68, atom 4 (N): -0.37, atom 5 (N): -0.21


# 2
Molecular formula: C2H6ClNO2
Method: DFT, ωB97M-V/def2-TZVPD

Geometry (Å):
C -0.60011 -0.50705 -0.52242
C 1.03710 0.56339 -0.13166
N -0.48495 -1.72823 0.08545
O 1.06741 0.62017 1.22805
O 0.88083 1.72784 -0.80357
Cl -1.87206 0.64383 0.19157
H -0.77329 -0.52880 -1.59130
H 1.87455 -0.00803 -0.51512
H -0.18821 -1.67052 1.05238
H -1.27340 -2.35337 -0.01603
H 0.27638 1.08011 1.55037
H 0.05573 2.16064 -0.52772

The calculation puts the energy above the lowest of the compared OMol25 structures with the same formula, charge and spin at 10.2 kcal/mol. Its max |F| is 0.08271 Eh/bohr. The calculation puts the HOMO-LUMO gap at 9.813 eV.

Here are the Mulliken charges for atoms 1 to 5, given in e: atom 1 (C): -0.17, atom 2 (C): -0.24, atom 3 (N): -0.43, atom 4 (O): -0.49, atom 5 (O): -0.48


# 3
Molecular formula: C2H6ClOP
Method: DFT, ωB97M-V/def2-TZVPD

Geometry (Å):
C -1.76353 0.56447 -0.07989
C 0.07780 -0.93285 -0.20306
O -0.88299 -0.40750 0.54764
P 2.21992 0.95618 0.13545
Cl 3.72423 -0.37398 -0.08665
H -1.94820 -0.01110 -1.03056
H -1.45855 1.55623 -0.39161
H -2.55035 0.70998 0.54569
H 0.18072 -0.95205 -1.27113
H 0.68160 -1.75916 0.34877
H 1.71934 0.64980 1.48535

The calculation puts the energy above the lowest of the compared OMol25 structures with the same formula, charge and spin at 110.7 kcal/mol. Its max |F| is 0.08907 Eh/bohr. The calculation puts the HOMO-LUMO gap (spin up / spin down) at 7.117 / 7.993 eV.

Here are the Mulliken charges for atoms 1 to 5, given in e: atom 1 (C): -0.61, atom 2 (C): -0.54, atom 3 (O): -0.28, atom 4 (P): 0.06, atom 5 (Cl): -0.22


# 4
Molecular formula: C2H6FN
Method: DFT, ωB97M-V/def2-TZVPD

Geometry (Å):
C -0.11607 0.85947 -1.01002
C 0.97134 0.78367 -0.31888
N -0.24122 -2.09091 1.33292
F 0.45400 -1.41405 2.32609
H -0.01662 1.36944 -2.07582
H -0.99694 0.48575 -0.70183
H -0.93295 -2.66621 1.73360
H 2.00665 1.03551 -0.64788
H 0.85037 0.40010 0.72122
H 0.57599 -2.71744 0.86085

The calculation puts the energy above the lowest of the compared OMol25 structures with the same formula, charge and spin at 83.1 kcal/mol. Its max |F| is 0.12026 Eh/bohr. The calculation puts the HOMO-LUMO gap at 11.039 eV.

Here are the Mulliken charges for atoms 1 to 5, given in e: atom 1 (C): -0.44, atom 2 (C): -0.42, atom 3 (N): -0.32, atom 4 (F): -0.18, atom 5 (H): 0.15


# 5
Molecular formula: C2H6FO2Sr2
Method: DFT, ωB97M-V/def2-TZVPD

Geometry (Å):
Sr -3.13567 -0.67890 -3.18458
Sr -2.38884 -0.59696 1.89229
F -2.59926 -0.68864 -0.68545
C 1.33693 0.50946 -0.28188
C 0.60775 0.39490 1.06487
O 0.02895 -0.83368 1.30196
O 0.77974 -0.17988 -1.29955
H 2.31907 0.04132 -0.21599
H 1.52684 1.52549 -0.62789
H -0.19164 1.12852 0.96061
H 1.36127 0.81317 1.73223
H 0.49820 -1.48377 0.77396
H -0.14331 0.04902 -1.43058

The calculation puts the energy above the lowest of the compared OMol25 structures with the same formula, charge and spin at 0.0 kcal/mol. Its max |F| is 0.07624 Eh/bohr. The calculation puts the HOMO-LUMO gap at 7.789 eV. Its charge is +3.

Here are the Mulliken charges for atoms 1 to 5, given in e: atom 1 (Sr): 1.85, atom 2 (Sr): 1.83, atom 3 (F): -0.71, atom 4 (C): -0.72, atom 5 (C): -0.01


# 6
Molecular formula: C2H6FP
Method: DFT, ωB97M-V/def2-TZVPD

Geometry (Å):
C 1.85096 -0.37300 0.20968
C -0.57478 -0.27370 0.10238
F 2.21654 0.87364 -0.10765
P -0.51662 1.51773 0.05561
H 2.06558 -1.08155 -0.57953
H 2.08099 -0.63891 1.22731
H -0.74870 -0.86279 -0.77815
H -0.74709 -0.73024 1.06215
H -1.87453 1.78324 0.26553
H -0.65152 1.65074 -1.32700

The calculation puts the energy above the lowest of the compared OMol25 structures with the same formula, charge and spin at 93.1 kcal/mol. Its max |F| is 0.07096 Eh/bohr. The calculation puts the HOMO-LUMO gap at 8.756 eV.

Here are the Mulliken charges for atoms 1 to 5, given in e: atom 1 (C): -0.28, atom 2 (C): -0.77, atom 3 (F): -0.23, atom 4 (P): -0.06, atom 5 (H): 0.27


# 7
Molecular formula: C2H6IN4
Method: DFT, ωB97M-V/def2-TZVPD

Geometry (Å):
C -0.55440 0.34883 -0.28460
C -0.17133 -0.64160 0.83156
N -0.53171 -0.21908 -1.42161
N 1.12596 -0.30463 1.25160
N -0.45938 1.65049 -0.09679
N -1.20218 -0.86930 -2.14379
I 2.94609 -1.52174 1.35469
H -0.94446 -0.47718 1.68643
H -0.25070 -1.68822 0.62662
H 0.18397 2.01723 0.61424
H -0.73374 2.30960 -0.79956
H 1.40548 0.70334 1.28286
H -0.81361 -1.30774 -2.90165

The calculation puts the energy above the lowest of the compared OMol25 structures with the same formula, charge and spin at 32.0 kcal/mol. Its max |F| is 0.08609 Eh/bohr. The calculation puts the HOMO-LUMO gap at 7.294 eV. Its charge is +1.

Here are the Mulliken charges for atoms 1 to 5, given in e: atom 1 (C): 0.49, atom 2 (C): -0.33, atom 3 (N): 0.37, atom 4 (N): -0.59, atom 5 (N): -0.31


# 8
Molecular formula: C2H6INOP
Method: DFT, ωB97M-V/def2-TZVPD

Geometry (Å):
C 0.25058 -0.68367 0.23700
C -0.38821 0.35991 -0.59957
N -1.53372 0.81891 0.20707
O -0.08081 -0.82365 1.38909
P 1.84541 -1.65862 -0.51426
I 3.20026 0.33323 -0.22585
H 0.28683 1.15730 -0.80677
H -0.62097 0.07232 -1.74248
H -1.05048 0.60173 1.13759
H -2.34076 0.25329 -0.03898
H -1.72531 1.80809 0.25050
H 2.15719 -2.23883 0.70665

The calculation puts the energy above the lowest of the compared OMol25 structures with the same formula, charge and spin at 4.0 kcal/mol. Its max |F| is 0.07859 Eh/bohr. The calculation puts the HOMO-LUMO gap at 8.621 eV. Its charge is +1.

Here are the Mulliken charges for atoms 1 to 5, given in e: atom 1 (C): 0.55, atom 2 (C): -0.72, atom 3 (N): -0.21, atom 4 (O): -0.53, atom 5 (P): -0.04


# 9
Molecular formula: C2H6IO2P
Method: DFT, ωB97M-V/def2-TZVPD

Geometry (Å):
C 1.39462 -0.98996 1.38805
C -1.58749 1.24632 -0.48721
O 0.38807 -0.50003 0.59521
O -1.60403 -0.15000 -0.98126
P -0.25508 -0.98957 -1.03110
I 1.08017 0.39994 -2.83668
H 1.30800 -1.99342 1.72557
H 1.50794 -0.30702 2.21091
H 2.41586 -1.19921 0.97608
H -1.09012 1.77803 -1.35116
H -0.95129 1.24174 0.33255
H -2.60665 1.46316 -0.54096

The calculation puts the energy above the lowest of the compared OMol25 structures with the same formula, charge and spin at 36.8 kcal/mol. Its max |F| is 0.08920 Eh/bohr. The calculation puts the HOMO-LUMO gap at 9.046 eV.

Here are the Mulliken charges for atoms 1 to 5, given in e: atom 1 (C): -0.66, atom 2 (C): -0.53, atom 3 (O): -0.30, atom 4 (O): -0.22, atom 5 (P): 0.30


# 10
Molecular formula: C2H6IP
Method: DFT, ωB97M-V/def2-TZVPD

Geometry (Å):
C -0.45364 -1.11015 0.02579
C 0.38727 0.11333 -0.57579
P 0.10436 1.82020 0.06577
I 2.43918 -0.17676 0.04849
H 0.22450 -1.97904 -0.24916
H -1.44874 -1.08319 -0.43739
H -0.44631 -0.79177 1.10246
H 0.25438 -0.02352 -1.64340
H 0.32345 1.47409 1.37533
H -1.38444 1.75680 0.28789

The calculation puts the energy above the lowest of the compared OMol25 structures with the same formula, charge and spin at 1.4 kcal/mol. Its max |F| is 0.05768 Eh/bohr. The calculation puts the HOMO-LUMO gap at 9.855 eV.

Here are the Mulliken charges for atoms 1 to 5, given in e: atom 1 (C): -0.97, atom 2 (C): -0.62, atom 3 (P): -0.03, atom 4 (I): 0.06, atom 5 (H): 0.36


# 11
Molecular formula: C2H6MgO3
Method: DFT, ωB97M-V/def2-TZVPD

Geometry (Å):
O -0.99728 0.97366 -0.36412
Mg 0.66246 -0.10824 -0.92508
O 0.09078 0.73886 0.70451
C -2.26480 0.51718 0.07187
C -2.34742 -0.98852 0.22366
H -2.50227 1.02563 1.01965
H -2.96867 0.87116 -0.69692
H -1.83228 -1.32099 1.13529
H -3.39845 -1.29813 0.29870
H -1.90257 -1.49591 -0.64629
O 2.21763 -1.05329 -0.48155
H 2.34687 -1.64275 0.26207

Its max |F| is 0.04127 Eh/bohr. The calculation puts the HOMO-LUMO gap at 8.271 eV.

Here are the Mulliken charges for atoms 1 to 5, given in e: atom 1 (O): -0.32, atom 2 (Mg): 1.04, atom 3 (O): -0.54, atom 4 (C): -0.01, atom 5 (C): -1.05


# 12
Molecular formula: C2H6MnO
Method: DFT, ωB97M-V/def2-TZVPD

Geometry (Å):
H -1.58447 -1.84099 -1.74397
C 1.41050 1.36069 0.48696
O 0.70333 0.29937 -0.10278
C -0.52721 -0.15467 0.55510
H 2.27445 1.58977 -0.15000
H 0.76883 2.25358 0.56816
H 1.75008 1.07228 1.49560
H -1.21788 0.70281 0.64294
H -0.26817 -0.49557 1.57320
Mn -0.10999 -1.17631 -1.18884

The multiplicity is 6. The calculation puts the energy above the lowest of the compared OMol25 structures with the same formula, charge and spin at 9.2 kcal/mol. Its max |F| is 0.03052 Eh/bohr. The calculation puts the HOMO-LUMO gap (spin up / spin down) at 7.124 / 8.366 eV. As for the expectation value of S²: 8.777.

Here are the Mulliken charges for atoms 1 to 5, given in e: atom 1 (H): -0.03, atom 2 (C): -0.61, atom 3 (O): -0.32, atom 4 (C): -0.50, atom 5 (H): 0.21


# 13
Molecular formula: C2H6N2
Method: DFT, ωB97M-V/def2-TZVPD

Geometry (Å):
C -1.36607 -0.16082 -0.32274
C 1.74639 -0.54306 0.01915
N -1.66024 0.26620 0.81665
N 1.19334 0.69496 0.25664
H -0.30628 -0.01780 -0.75948
H 1.61697 1.10716 0.94344
H -1.74914 -0.55452 -1.14272
H 2.39419 -0.39643 -0.92186
H 0.84282 -1.27882 -0.30479
H 2.22901 -1.22260 0.71018

The calculation puts the energy above the lowest of the compared OMol25 structures with the same formula, charge and spin at 203.1 kcal/mol. Its max |F| is 0.14426 Eh/bohr. The calculation puts the HOMO-LUMO gap (spin up / spin down) at 5.524 / 4.453 eV.

Here are the Mulliken charges for atoms 1 to 5, given in e: atom 1 (C): -0.09, atom 2 (C): -0.47, atom 3 (N): -0.35, atom 4 (N): -0.48, atom 5 (H): 0.23


# 14
Molecular formula: C2H6N2
Method: DFT, ωB97M-V/def2-TZVPD

Geometry (Å):
C 1.25820 0.41479 -0.72853
N -0.19026 0.29967 -0.44993
C -0.74996 -0.27208 0.71945
N -1.82595 -0.99327 0.75292
H 1.25146 0.83080 -1.77999
H 1.72546 -0.60777 -0.64819
H 1.71402 1.07744 0.00605
H -0.72412 0.09149 -1.26977
H -0.21740 0.10358 1.61006
H -2.24144 -0.94464 1.78793

The calculation puts the energy above the lowest of the compared OMol25 structures with the same formula, charge and spin at 31.3 kcal/mol. Its max |F| is 0.06173 Eh/bohr. The calculation puts the HOMO-LUMO gap at 10.094 eV.

Here are the Mulliken charges for atoms 1 to 5, given in e: atom 1 (C): -0.71, atom 2 (N): -0.27, atom 3 (C): 0.04, atom 4 (N): -0.64, atom 5 (H): 0.29


# 15
Molecular formula: C2H6N2
Method: DFT, ωB97M-V/def2-TZVPD

Geometry (Å):
C 0.61725 -0.43855 1.32985
N -0.61242 -0.24604 0.57165
C -0.39658 0.49104 -0.58613
N 0.31914 0.08076 -1.54420
H 0.52333 -1.04625 2.22547
H 1.45626 -0.80477 0.73607
H 1.06015 0.52829 1.61551
H -1.46349 -0.05495 1.03947
H -0.94614 1.44151 -0.64698
H 0.57439 0.83890 -2.18115

The calculation puts the energy above the lowest of the compared OMol25 structures with the same formula, charge and spin at 32.3 kcal/mol. Its max |F| is 0.03485 Eh/bohr. The calculation puts the HOMO-LUMO gap at 9.962 eV.

Here are the Mulliken charges for atoms 1 to 5, given in e: atom 1 (C): -0.90, atom 2 (N): -0.29, atom 3 (C): 0.00, atom 4 (N): -0.60, atom 5 (H): 0.31


# 16
Molecular formula: C2H6N2O
Method: DFT, ωB97M-V/def2-TZVPD

Geometry (Å):
C -0.79735 -1.32011 1.17633
C 0.58499 0.32683 0.24085
H -0.85763 -1.86662 0.21464
H -1.67138 -0.68378 1.17330
H -0.79092 -2.01131 2.02849
H 1.58427 0.82234 0.34987
H 1.04725 1.45016 -1.93476
H -0.34276 0.89260 -2.66280
N -0.20003 0.36606 -0.76040
N 0.06534 1.27678 -1.79239
O 0.40601 -0.51794 1.27471

The calculation puts the energy above the lowest of the compared OMol25 structures with the same formula, charge and spin at 56.8 kcal/mol. Its max |F| is 0.02218 Eh/bohr. The calculation puts the HOMO-LUMO gap at 9.685 eV.

Here are the Mulliken charges for atoms 1 to 5, given in e: atom 1 (C): -0.61, atom 2 (C): 0.16, atom 3 (H): 0.28, atom 4 (H): 0.28, atom 5 (H): 0.23


# 17
Molecular formula: C2H6N2O
Method: DFT, ωB97M-V/def2-TZVPD

Geometry (Å):
O -2.44762 0.07472 0.13146
C -1.50359 0.90586 -0.10900
N -0.25065 0.66673 0.31380
C 0.29696 -0.74595 0.47723
N 1.49348 -0.74989 -0.30010
H -1.56820 1.69367 -0.85592
H 0.40490 1.50364 0.20502
H -0.38475 -1.48707 0.14810
H 0.39510 -0.99949 1.51699
H 2.17608 -0.05462 -0.20712
H 1.38829 -0.80761 -1.32045

The calculation puts the energy above the lowest of the compared OMol25 structures with the same formula, charge and spin at 37.6 kcal/mol. Its max |F| is 0.09525 Eh/bohr. The calculation puts the HOMO-LUMO gap at 10.146 eV.

Here are the Mulliken charges for atoms 1 to 5, given in e: atom 1 (O): -0.60, atom 2 (C): 0.09, atom 3 (N): -0.24, atom 4 (C): -0.28, atom 5 (N): -0.58


# 18
Molecular formula: C2H6N2O
Method: DFT, ωB97M-V/def2-TZVPD

Geometry (Å):
C -1.68066 -0.58127 0.27144
C 1.30079 0.30099 0.14895
H -1.88247 -0.01326 1.20426
H -1.06590 -1.44530 0.50415
H -2.60002 -0.82944 -0.28799
H 0.05232 1.88070 -0.08593
H 2.10640 1.00489 0.43822
H 2.45670 -1.14700 -0.09172
N 0.06472 0.90321 0.20151
N 1.45618 -0.93072 -0.14199
O -0.92926 0.30295 -0.57750

The calculation puts the energy above the lowest of the compared OMol25 structures with the same formula, charge and spin at 72.3 kcal/mol. Its max |F| is 0.02028 Eh/bohr. The calculation puts the HOMO-LUMO gap at 10.421 eV.

Here are the Mulliken charges for atoms 1 to 5, given in e: atom 1 (C): -0.45, atom 2 (C): 0.07, atom 3 (H): 0.25, atom 4 (H): 0.23, atom 5 (H): 0.22


# 19
Molecular formula: C2H6N2O
Method: DFT, ωB97M-V/def2-TZVPD

Geometry (Å):
C 1.34380 -0.43161 -0.04874
C -0.04063 0.16851 -0.10984
H 1.33376 -1.18922 1.03070
H 1.44362 -1.07324 -1.16444
H 2.21690 0.48631 0.02557
H 0.43834 2.09381 -0.05183
H -1.03025 -1.48845 0.53783
H -1.99614 0.84490 0.09806
N -0.32203 1.41575 -0.05478
N -1.08666 -0.75760 -0.21575
O -2.30071 -0.06916 -0.04679

The calculation puts the energy above the lowest of the compared OMol25 structures with the same formula, charge and spin at 93.7 kcal/mol. Its max |F| is 0.08255 Eh/bohr. The calculation puts the HOMO-LUMO gap at 9.951 eV.

Here are the Mulliken charges for atoms 1 to 5, given in e: atom 1 (C): -0.79, atom 2 (C): 0.58, atom 3 (H): 0.23, atom 4 (H): 0.24, atom 5 (H): 0.26


# 20
Molecular formula: C2H6N2O
Method: DFT, ωB97M-V/def2-TZVPD

Geometry (Å):
C -1.81484 -0.38314 0.33407
C 1.29340 0.31674 0.17296
H -1.95967 0.38323 1.17674
H -1.52038 -1.49900 0.75650
H -2.66740 -0.65004 -0.30168
H 0.09197 1.84116 0.03558
H 2.08802 1.03171 0.53677
H 2.54705 -0.89702 0.14701
N 0.08302 0.82609 0.05892
N 1.54106 -0.90600 -0.09159
O -0.85244 0.09348 -0.64554

The calculation puts the energy above the lowest of the compared OMol25 structures with the same formula, charge and spin at 90.5 kcal/mol. Its max |F| is 0.06008 Eh/bohr. The calculation puts the HOMO-LUMO gap at 9.963 eV.

Here are the Mulliken charges for atoms 1 to 5, given in e: atom 1 (C): -0.41, atom 2 (C): 0.04, atom 3 (H): 0.26, atom 4 (H): 0.18, atom 5 (H): 0.23